Entry 1:
This record from the Open Molecules 2025 dataset describes C17H21Cl2NO5SV as an isolated structure. The level of theory is the ωB97M-V functional and the def2-TZVPD basis.

```
! wB97M-V def2-TZVPD RIJCOSX def2/J DEFGRID3
* xyz -2 2
V -0.276 -0.308 -0.658
Cl 4.684 1.269 0.104
Cl 1.914 -0.941 -0.095
S 2.626 1.407 3.768
O 2.720 2.795 3.846
O 3.747 0.584 3.872
O -0.036 0.241 1.398
O -1.975 0.437 -0.016
O -0.779 -1.881 0.169
N 1.854 1.038 2.328
C -2.497 -1.740 -2.589
C 0.553 2.322 -3.179
C -1.073 -0.293 4.099
C -1.374 -0.434 5.457
C 2.376 -0.208 -3.076
C 0.688 0.523 2.407
C 1.082 0.705 4.691
C -0.459 -0.014 6.438
C 0.076 -1.354 -2.675
C 0.909 -0.212 -2.834
C -2.430 1.425 -2.923
C 0.788 0.565 6.059
C 0.091 0.935 -2.885
C 0.512 -2.768 -2.669
C 0.176 0.286 3.754
C -1.260 0.529 -2.760
C -1.287 -0.889 -2.628
H -0.164 3.064 -2.792
H -1.753 -0.607 3.320
H 1.528 2.514 -2.704
H 2.870 0.601 -2.512
H -1.925 1.272 0.497
H -2.317 -0.874 5.742
H -2.278 2.377 -2.389
H 2.833 -1.149 -2.744
H -2.600 1.665 -3.987
H -1.676 -1.699 0.553
H -3.343 0.960 -2.527
H 1.495 0.888 6.814
H 1.479 -2.879 -2.160
H -3.317 -1.234 -2.059
H 2.597 -0.069 -4.145
H -2.299 -2.693 -2.081
H 0.665 2.502 -4.263
H -0.211 -3.408 -2.146
H 0.620 -3.146 -3.698
H -0.706 -0.133 7.488
H -2.846 -1.970 -3.610
*
```

Values from the calculation:
energy relative to the best compared isomer or geometry (same formula, charge and spin)	0.0	kcal per mole
HOMO (spin up / spin down)	-0.66 / -0.67	eV
⟨S²⟩	0.7782

Entry 2:
This record from the Open Molecules 2025 dataset describes C17H21Cl2NOPtS2Si as an isolated structure. The level of theory is the ωB97M-V functional and the def2-TZVPD basis.

```
! wB97M-V def2-TZVPD RIJCOSX def2/J DEFGRID3
* xyz -2 1
Pt 0.018 0.234 0.432
Cl 2.187 -0.633 1.419
Cl 4.587 3.649 -1.044
S 2.097 1.551 -0.969
S -2.312 -2.440 0.143
Si -5.277 -2.142 -1.068
O -0.352 1.222 3.222
N -1.701 -0.053 -0.976
C -0.243 2.962 1.754
C -2.645 -1.049 -0.807
C 3.446 0.560 1.239
C -5.773 -2.274 0.731
C -0.625 -0.116 3.609
C 4.480 2.403 0.181
C -6.832 -1.497 -1.947
C 3.373 1.508 0.179
C 4.469 0.508 2.164
C -3.226 1.196 -2.351
C -3.949 -0.880 -1.384
C -4.214 0.240 -2.139
C 5.516 2.363 1.094
C 5.522 1.409 2.102
C -5.028 -3.840 -1.815
C -0.566 1.500 1.897
C -2.004 0.987 -1.745
H -6.579 -3.006 0.865
H 0.840 3.121 1.870
H -5.197 0.374 -2.583
H 6.327 1.371 2.827
H -1.509 -0.131 4.257
H -7.660 -2.200 -1.793
H -3.397 2.078 -2.954
H -6.123 -1.304 1.102
H 0.232 -0.502 4.165
H -0.760 3.552 2.524
H -6.673 -1.396 -3.028
H -7.143 -0.519 -1.559
H -0.523 3.319 0.764
H -1.198 1.707 -1.853
H -5.921 -4.456 -1.649
H -0.806 -0.735 2.730
H 6.318 3.086 1.010
H -4.161 -4.320 -1.362
H -4.859 -3.770 -2.896
H 4.435 -0.250 2.938
H -4.907 -2.577 1.322
*
```

Values from the calculation:
HOMO (spin up / spin down)	0.62 / 0.62	eV

Entry 3:
This record from the Open Molecules 2025 dataset describes the molecule C17H21ClN2O2. The level of theory is the ωB97M-V functional and the def2-TZVPD basis.

```
! wB97M-V def2-TZVPD RIJCOSX def2/J DEFGRID3
* xyz 0 1
Cl -3.782 1.749 0.699
O 1.835 -2.373 -0.915
O -1.180 1.588 -0.255
N 3.055 0.335 -0.294
N -0.155 -0.275 -0.832
C -4.741 -2.079 0.282
C -1.275 0.257 -0.420
C 2.642 -0.656 0.686
C 5.382 -0.111 0.370
C 2.646 -2.124 0.204
C 4.412 0.163 -0.784
C -2.485 -0.493 -0.164
C -3.578 -2.651 -0.213
C 0.093 1.911 -0.587
C -2.466 -1.866 -0.433
C 4.747 0.355 1.673
C -4.783 -0.725 0.555
C 3.514 -0.500 1.953
C -3.666 0.066 0.335
C 2.136 0.554 -1.405
C 0.732 0.757 -0.952
C 0.534 3.324 -0.510
H 4.682 1.103 -1.280
H 5.454 0.269 2.500
H -3.541 -3.707 -0.428
H 1.604 -0.416 0.946
H 1.573 3.367 -0.193
H -1.554 -2.290 -0.822
H 6.325 0.405 0.191
H 2.154 -0.279 -2.126
H 5.597 -1.179 0.445
H 1.015 -1.859 -0.828
H 4.477 -0.637 -1.541
H -0.089 3.863 0.200
H -5.681 -0.269 0.940
H 3.833 -1.487 2.293
H 4.457 1.402 1.574
H 2.931 -0.047 2.755
H 2.319 -2.751 1.051
H 0.446 3.808 -1.483
H 3.655 -2.437 -0.078
H 2.473 1.461 -1.920
H -5.616 -2.686 0.456
*
```

Values from the calculation:
structure (SMILES)	Cc1oc(-c2ccccc2Cl)nc1CN1CCCC[C@@H]1CO
energy relative to the best compared isomer or geometry (same formula, charge and spin)	36.9	kcal per mole
HOMO	-8.13	eV

Entry 4:
This record from the Open Molecules 2025 dataset describes C17H21ClN4OS2 as an isolated structure. The level of theory is the ωB97M-V functional and the def2-TZVPD basis.

```
! wB97M-V def2-TZVPD RIJCOSX def2/J DEFGRID3
* xyz 0 1
Cl -4.809 2.697 7.321
S 0.895 -1.727 3.013
S -0.519 0.640 -3.808
O 3.281 -0.107 -6.095
N -0.672 0.228 2.693
N 1.117 -1.258 -3.644
N -0.138 -0.882 -1.719
N 0.629 -0.055 0.843
C 0.171 0.723 0.018
C -3.259 2.423 4.992
C -2.177 0.100 6.049
C -0.877 0.220 -0.855
C -3.598 1.910 6.346
C -2.844 0.888 6.817
C -2.572 1.355 4.271
C 0.365 -0.444 2.180
C -0.773 -0.071 3.932
C 0.316 -0.325 -3.042
C 2.569 0.674 -7.179
C 2.652 -0.107 -4.968
C -1.719 0.587 4.813
C 0.425 -1.720 -0.890
C 1.324 -1.103 -5.002
C -0.269 -1.150 4.305
C 1.536 -1.223 0.174
H 0.961 -2.537 -1.451
H 1.886 -1.917 0.730
H -0.261 -1.990 5.344
H -1.613 -0.595 6.587
H 2.382 0.905 -4.781
H -1.125 0.780 -1.518
H 3.211 0.653 -8.186
H -4.062 3.328 4.510
H 3.465 -0.328 -4.415
H 1.907 -1.971 -3.054
H 2.316 -0.620 -0.404
H -1.568 -0.346 -0.302
H -2.308 1.924 3.325
H 2.130 -1.989 -5.402
H 1.559 0.066 -7.434
H -3.189 0.662 7.809
H 0.726 -0.569 -5.417
H -0.518 1.438 0.749
H 2.104 1.603 -6.741
H 1.094 1.599 -0.413
H -0.155 -2.366 -0.097
*
```

Values from the calculation:
energy relative to the best compared isomer or geometry (same formula, charge and spin)	407.3	kcal per mole
HOMO	-7.71	eV

Entry 5:
This record from the Open Molecules 2025 dataset describes a 2-piece molecular cluster, C17H21F19O8P2 overall. The level of theory is the ωB97M-V functional and the def2-TZVPD basis.

```
! wB97M-V def2-TZVPD RIJCOSX def2/J DEFGRID3
* xyz 0 1
P -0.927 -0.920 0.918
P 0.366 -0.886 -0.970
F 2.891 -1.131 -4.764
F -5.392 4.091 -1.322
F 2.396 -3.234 -4.895
F -7.483 2.460 -1.896
F 4.722 -3.034 0.363
F 3.855 -3.603 2.327
F -7.326 5.050 -1.081
F 5.641 -2.280 3.671
F -3.254 1.157 1.654
F -6.514 1.766 -0.082
F 3.651 -0.828 2.440
F 7.173 -2.810 2.267
F -3.865 3.483 3.091
F 3.572 -2.543 -3.230
F 6.545 -0.984 0.514
F 6.768 -0.176 2.499
F 4.725 1.031 2.307
F -3.916 2.146 -0.163
F -5.571 2.501 2.206
O -0.823 -3.547 -2.214
O 3.197 1.312 0.260
O -2.120 -1.796 0.756
O -2.794 -2.621 -2.704
O -4.771 4.399 1.317
O 1.410 -2.036 -3.345
O -1.413 0.561 1.357
O -0.107 -1.501 2.234
C -1.656 -2.454 -2.333
C 5.001 -3.370 1.644
C 1.854 1.008 0.609
C 0.915 0.883 -0.632
C 2.542 -2.213 -4.054
C 4.040 0.168 0.271
C 5.900 -2.326 2.360
C -1.199 -1.025 -2.014
C -3.462 2.373 1.078
C -6.102 4.639 0.858
C 5.939 -0.908 1.713
C 1.281 -2.348 -0.280
C -7.233 2.776 -0.604
C 1.471 -0.822 -2.553
C 4.562 -0.158 1.679
C -6.493 4.116 -0.539
C -4.454 3.189 1.912
H 1.501 1.252 -1.487
H -1.061 -0.489 -2.964
H 1.918 -2.047 0.562
H -2.503 2.888 0.997
H -6.839 4.369 1.614
H 2.500 -0.502 -2.322
H -2.098 0.403 2.111
H 1.932 -2.845 -1.009
H -8.191 2.837 -0.079
H 0.536 -3.093 0.029
H -0.956 -3.991 -1.365
H 1.485 1.845 1.216
H 1.738 0.104 1.224
H 0.048 1.556 -0.578
H 1.051 -0.018 -3.184
H 5.539 -4.329 1.641
H -6.156 5.725 0.785
H -2.028 -0.513 -1.510
H -0.271 -2.451 2.304
H 3.466 -0.656 -0.180
H 4.847 0.401 -0.434
*
```

Values from the calculation:
structure (SMILES)	CP(CCOCC(F)(F)C(F)(F)C(F)(F)C(F)F)(COC(F)(F)F)(CC(=O)O)P(=O)(O)O.FC(F)C(F)(F)COC(F)(F)C(F)F
HOMO	-8.83	eV

Entry 6:
This record from the Open Molecules 2025 dataset describes C17H21I2N8O3SW as an isolated structure. The level of theory is the ωB97M-V functional and the def2-TZVPD basis.

```
! wB97M-V def2-TZVPD RIJCOSX def2/J DEFGRID3
* xyz 1 3
W -0.492 -0.439 -0.112
I 2.930 -3.024 -1.512
I 1.965 -1.556 0.524
S -0.930 -2.462 -1.305
O -3.334 -1.977 2.763
O 0.968 -0.148 2.447
O 0.611 1.200 0.688
N -1.737 1.346 -0.462
N -0.176 0.206 -2.113
N -0.227 1.716 2.762
N -3.408 1.960 -2.038
N -1.714 3.380 -1.759
N -0.780 2.919 2.290
N -1.856 -1.005 1.187
N -2.949 3.131 -2.373
C 0.504 0.899 1.973
C -4.677 1.619 -2.749
C -0.002 -2.951 -3.863
C -5.927 1.758 -1.880
C -2.946 1.064 -1.180
C -0.303 1.487 -2.389
C -5.935 3.071 -1.103
C -6.191 0.566 -0.968
C -0.211 -2.050 -2.853
C -2.610 -1.513 1.982
C 0.486 -0.252 -4.376
C 0.508 -2.535 -5.116
C 0.081 -0.697 -3.111
C -0.911 2.331 -1.287
C 0.747 -1.216 -5.381
C 0.495 1.143 -4.602
C 0.042 2.007 -3.644
H 1.090 -0.892 -6.356
H -1.689 4.257 -1.267
H -0.238 -3.996 -3.703
H 0.677 -3.277 -5.886
H -1.628 3.093 2.816
H -1.903 1.819 0.426
H -0.139 1.558 3.755
H -5.686 3.924 -1.735
H -6.739 1.798 -2.614
H -4.706 2.311 -3.585
H -0.140 3.686 2.465
H -5.214 3.035 -0.280
H -3.310 0.056 -1.265
H -6.206 -0.376 -1.520
H -0.144 2.737 -0.638
H -4.550 0.606 -3.130
H 0.793 1.519 -5.574
H -0.075 3.066 -3.823
H -6.918 3.248 -0.666
H -7.159 0.676 -0.477
H -5.438 0.493 -0.180
*
```

Values from the calculation:
energy relative to the best compared isomer or geometry (same formula, charge and spin)	51.2	kcal per mole
HOMO (spin up / spin down)	-10.26 / -10.68	eV
⟨S²⟩	2.0257

Entry 7:
This record from the Open Molecules 2025 dataset describes a 2-piece molecular cluster, C17H21N3 overall. The level of theory is the ωB97M-V functional and the def2-TZVPD basis.

```
! wB97M-V def2-TZVPD RIJCOSX def2/J DEFGRID3
* xyz 0 1
N -0.843 0.085 3.250
N -3.823 -2.559 0.798
N -0.858 -3.619 -2.205
C 3.334 -1.691 0.868
C 1.289 -1.349 -1.008
C -0.426 -1.725 0.790
C -2.653 -1.484 5.133
C -3.035 -0.205 4.404
C -2.031 2.082 3.702
C 2.005 -1.771 1.275
C 0.952 -1.601 0.347
C -1.362 -2.345 0.006
C -1.047 -3.031 -1.207
C -1.790 0.658 4.200
C -4.117 0.541 5.186
C 2.621 -1.244 -1.402
C -0.708 2.466 3.022
C 0.050 1.151 2.781
C -2.715 -2.475 0.425
C 3.652 -1.430 -0.470
H -1.283 0.743 5.184
H -3.527 -2.135 5.227
H -0.120 3.115 3.679
H 0.493 -1.210 -1.742
H 1.001 1.131 3.344
H -1.877 -2.040 4.598
H 4.128 -1.839 1.601
H 0.296 0.990 1.724
H -0.711 -1.378 1.782
H -0.307 -0.672 3.668
H -2.286 -1.250 6.142
H -3.421 -0.441 3.398
H -2.294 2.746 4.531
H -3.771 0.781 6.203
H 4.694 -1.362 -0.785
H -5.004 -0.095 5.279
H -0.888 2.988 2.082
H 2.861 -1.029 -2.444
H -2.856 2.085 2.980
H -4.426 1.473 4.697
H 1.739 -2.003 2.310
*
```

Values from the calculation:
structure (SMILES)	N#CC(C#N)=Cc1ccccc1.CC(C)[C@@H]1CCCN1
energy relative to the best compared isomer or geometry (same formula, charge and spin)	45.1	kcal per mole
HOMO	-9.05	eV

Entry 8:
This record from the Open Molecules 2025 dataset describes the molecule C17H21N3O. The level of theory is the ωB97M-V functional and the def2-TZVPD basis.

```
! wB97M-V def2-TZVPD RIJCOSX def2/J DEFGRID3
* xyz 0 1
O 5.158 1.572 -0.476
N -2.502 -3.090 1.851
N 2.812 0.205 0.131
N -1.363 -1.420 0.871
C 0.387 0.164 0.013
C -2.414 -2.330 0.765
C -3.508 2.249 -0.162
C 2.882 1.626 0.384
C -0.761 -1.648 2.073
C -2.392 1.429 0.075
C -3.741 1.280 -2.339
C -1.464 -2.719 2.639
C 4.046 -0.569 0.117
C 5.171 0.153 -0.608
C 4.333 2.011 0.612
C -0.903 -0.558 -0.262
C -4.221 2.149 -1.356
C -2.628 0.451 -2.081
C -2.039 0.404 -0.787
C 1.625 -0.392 -0.131
C -3.437 -2.422 -0.273
H -1.263 -3.265 3.569
H 6.155 -0.197 -0.261
H 1.688 -1.438 -0.445
H -0.059 -0.987 2.587
H -2.258 -0.165 -2.905
H -4.286 1.215 -3.288
H -3.480 -1.527 -0.899
H -4.399 -2.572 0.252
H 4.396 -0.742 1.141
H -3.249 -3.333 -0.863
H 4.456 3.097 0.590
H 0.311 1.242 0.152
H 3.858 -1.535 -0.354
H 2.285 1.890 1.263
H 2.474 2.200 -0.461
H -0.728 -1.248 -1.104
H -5.113 2.758 -1.527
H -1.782 1.594 0.962
H 4.671 1.611 1.586
H -3.847 2.921 0.626
H 5.130 -0.066 -1.680
*
```

Values from the calculation:
structure (SMILES)	Cc1nccn1[C@H](/C=C/N1CCOCC1)c1ccccc1
energy relative to the best compared isomer or geometry (same formula, charge and spin)	78.8	kcal per mole
HOMO	-7.83	eV

| no. | largest force on an atom (hartree/bohr) |
| --- | --- |
| 1 | 0.1404 |
| 2 | 0.0375 |
| 3 | 0.0243 |
| 4 | 0.3496 |
| 5 | 0.1158 |
| 6 | 0.0196 |
| 7 | 0.0623 |
| 8 | 0.0400 |